[1]
# C27H45BrN2OP2Pd

A molecular structure, C27H45BrN2OP2Pd at a distorted geometry (ωB97M-V/def2-TZVPD, the Open Molecules 2025 dataset).

Each line ends with the Mulliken charge.
Geometry (Å):
H: 1.509079 -1.652034 -2.244556  -0.04
C: -5.055474 1.375137 1.645999  -1.38
C: 1.778875 2.366481 -2.764212  -0.45
H: 4.022749 -0.652373 1.566892  0.38
C: -0.935095 0.774049 3.798308  -1.10
C: -2.549182 -3.426638 -0.189746  -1.10
H: -2.795006 -4.069572 0.664304  0.42
H: 1.401010 2.931394 3.079512  0.52
N: 5.285337 -3.426442 0.101291  -0.53
C: 3.107216 -3.266368 -0.900920  -0.46
H: -3.186643 2.121541 2.516543  0.49
C: -1.376097 -2.528965 0.097656  0.81
C: 3.486938 -2.046830 -1.525339  0.59
C: 2.480469 0.827823 1.246812  -0.08
C: -0.464871 2.702247 -3.538836  0.55
H: 0.033422 -2.222091 1.553013  0.12
H: 3.092430 1.631757 1.673746  0.45
H: -5.531255 3.746248 -0.180467  0.31
H: -1.152064 -3.444458 1.941463  0.19
H: -2.318699 -4.060972 -1.052327  0.28
C: 0.394072 0.469826 -3.402934  -0.42
H: -0.927486 0.488699 4.854668  0.45
H: 1.046539 4.234184 -3.767253  0.47
O: -0.942354 -1.663395 -0.680964  -0.49
C: 2.498232 -1.223371 -2.187659  0.23
H: 5.159039 -0.658346 -1.791251  0.35
H: 2.624720 0.860012 0.158325  -0.12
H: -3.425695 -2.822669 -0.440548  0.22
C: 4.063368 -3.912946 -0.096435  -0.40
C: 1.611910 3.947538 1.177206  -0.71
H: -5.393732 0.620791 0.921546  0.27
C: -0.672002 1.313481 -3.714317  -0.51
H: 1.227111 0.837577 3.821545  0.56
H: -1.201365 1.833333 3.733051  0.22
H: -3.066401 0.488964 1.807145  0.07
H: 1.203074 3.867989 0.153887  -0.23
H: 2.689776 3.757783 1.135482  0.32
C: 0.416678 0.487566 3.169331  -0.96
H: -1.608175 0.950174 -4.123108  0.57
H: 0.268452 -0.612376 -3.547222  0.53
C: -4.519409 1.394959 -1.975421  -1.39
H: -5.525674 2.339743 1.417342  0.24
C: 0.821561 3.251019 -3.392635  -1.20
P: -2.768323 2.141648 0.156220  0.82
H: -4.750082 4.259792 1.365822  0.40
H: 0.555074 -0.595125 3.060859  0.42
H: -4.769778 0.571025 -2.660612  0.44
C: -3.539724 1.483035 1.682421  -0.10
H: 1.467717 4.976977 1.522494  0.42
H: -4.800870 5.343821 -0.030280  0.44
H: -3.547139 0.027494 -0.594091  0.37
H: -2.567088 4.458614 0.295245  0.50
C: 0.884120 2.996480 2.110923  -0.86
H: 6.704560 -1.977058 -0.356637  0.37
Pd: -0.422295 3.722989 -1.794900  0.26
N: -0.808045 -2.736851 1.317848  -0.35
H: -3.207130 3.991113 -1.273255  -0.29
C: 2.731427 0.064232 -2.557649  -0.83
C: 5.676240 -2.316529 -0.525407  -0.49
H: -4.319339 2.283667 -2.593076  0.24
H: 2.781318 -0.662435 2.830712  0.40
C: 1.632574 0.969565 -2.900758  0.88
H: -1.721803 0.194457 3.309885  0.18
H: -2.439035 0.750111 -1.767223  -0.17
P: 0.695013 1.257819 1.494125  1.13
H: -0.139259 3.348302 2.300039  0.32
H: 3.809811 -4.859904 0.403380  0.37
H: -5.389534 1.564923 -1.321538  0.32
H: 2.111661 -3.687271 -1.015748  0.48
C: 4.804513 -1.592170 -1.355423  -0.37
C: -3.333265 3.832218 -0.193481  0.10
H: 3.704972 0.550439 -2.484889  0.47
H: 2.445491 -1.343071 1.227776  0.13
Br: -2.107802 4.101540 -3.407522  -0.20
H: -5.383341 1.070030 2.648707  0.44
C: -3.322541 0.963981 -1.137805  0.08
H: 2.686640 2.756067 -2.313582  0.55
C: 2.949905 -0.528054 1.757267  -1.28
C: -4.693766 4.291529 0.274181  -1.61

Force components x, y, z for each atom (eV/Å):
-0.238 0.087 -0.030
-0.436 0.039 0.030
-0.334 0.012 -1.338
-0.221 0.057 0.047
-0.175 -0.055 0.077
-0.200 -0.125 -0.097
0.033 0.159 -0.274
-0.116 0.111 -0.210
0.326 -0.246 0.093
0.945 0.545 -0.040
-0.261 -0.378 -0.314
0.651 0.700 -0.159
0.514 -0.826 0.639
0.082 0.011 -0.690
-0.765 -0.240 -0.932
-0.280 -0.230 -0.049
-0.188 -0.091 0.033
0.320 0.066 0.202
0.107 -0.028 0.022
-0.043 0.152 0.128
-1.020 0.226 -0.560
-0.033 0.098 -0.146
0.325 0.346 0.186
-0.548 -0.921 0.737
0.392 0.884 -0.144
-0.104 -0.349 0.016
0.200 0.057 0.145
0.130 -0.080 -0.028
-0.575 0.272 -0.432
-0.147 0.273 0.089
0.053 0.242 0.235
0.495 -0.443 0.321
-0.054 -0.004 -0.186
0.037 -0.092 0.123
-0.248 0.509 -0.001
0.114 0.073 -0.029
-0.252 -0.010 -0.116
-0.008 -0.372 -0.347
0.051 -0.109 0.276
-0.004 0.641 -0.002
-0.367 -0.024 -0.048
0.051 -0.563 0.143
1.116 -0.569 0.473
-0.617 -0.936 -0.037
-0.205 0.025 -0.206
-0.047 0.185 0.093
0.013 0.276 0.190
1.080 0.268 0.313
0.113 -0.127 -0.182
-0.016 -0.281 0.163
0.227 0.365 -0.204
-0.184 0.041 -0.130
-0.301 -0.192 0.015
-0.418 -0.173 -0.030
0.435 0.114 3.354
0.200 0.434 -0.355
-0.178 -0.190 0.570
-1.013 0.152 0.312
-0.787 0.195 -0.447
-0.132 -0.261 0.332
0.118 0.078 -0.215
-0.188 0.158 0.183
0.122 0.054 0.099
-0.397 -0.042 0.250
0.186 0.343 1.105
0.233 0.088 0.058
0.198 0.508 -0.183
0.214 0.076 -0.434
0.112 0.150 -0.039
0.401 -0.371 0.610
0.859 0.310 -0.190
-0.219 -0.344 0.128
0.017 0.034 0.064
0.656 -0.891 -2.228
-0.041 -0.006 -0.311
0.784 -0.285 -0.130
0.045 0.178 -0.489
-0.013 -0.319 0.043
-0.581 0.579 0.084

Its frontier orbital gap (spin up / spin down) is 6.79 / 5.00 eV. Its charge is +2. The calculation puts the LUMO energy (spin up / spin down) at -6.692 / -8.642 eV. As for the spin multiplicity: 3.

---

[2]
# C18H22N4O4

A molecular structure, C18H22N4O4 at a distorted geometry (ωB97M-V/def2-TZVPD, the Open Molecules 2025 dataset).

Each line ends with the natural charge from an NBO analysis.
Geometry (Å):
H: 3.592914 -3.244289 -1.347532  0.24
C: -3.038767 -0.622941 1.499235  -0.22
H: 2.644526 -2.026958 -2.506678  0.19
H: 6.439076 0.286505 1.420908  0.24
C: -6.246413 -0.396568 -0.090115  0.30
H: 6.255164 0.468755 -0.148749  0.21
C: -0.583618 1.436094 -0.331000  0.33
C: 4.029352 0.080679 2.540513  -0.59
H: -0.872679 -0.081299 1.758289  0.23
H: 4.295684 -0.415012 -1.318347  0.20
O: -5.534732 -0.806998 1.214089  -0.49
N: 0.524613 1.281450 0.210763  -0.51
O: -5.438825 0.506314 -0.681485  -0.49
H: 3.369006 2.643463 -1.137306  0.07
C: -1.835272 0.675404 -0.021195  -0.11
C: 2.871095 -1.463054 -0.474975  0.02
C: 5.749613 -0.040808 0.738393  -0.64
H: 4.853844 1.642832 1.454846  0.19
H: -7.114140 0.223289 0.586632  0.15
C: -3.055621 1.018261 -0.587396  -0.21
H: 3.079236 2.571391 0.629783  0.21
C: -4.231111 -0.431239 1.000986  0.27
N: 3.374170 0.678316 0.221821  -0.47
H: 3.366504 -1.894584 0.610687  0.17
C: 2.762840 -2.590158 -1.741444  -0.40
C: -4.116949 0.267426 -0.200100  0.22
H: -3.044590 -1.081900 2.246215  0.18
C: -1.848368 0.124018 1.251641  -0.15
C: 4.515878 0.568033 1.019266  0.00
H: 4.741344 0.202757 3.240175  0.19
H: -2.892732 1.813753 -1.601103  0.26
O: 0.722676 2.707021 -1.494858  -0.22
H: 1.303305 -0.695377 0.725067  0.43
C: 1.395877 -3.397370 -1.272974  -0.46
H: 1.477384 -4.103141 -0.586905  0.22
H: 3.994333 -0.996495 2.312823  0.19
C: 2.802880 1.926067 -0.020670  -0.12
H: 2.772877 0.116671 -1.603440  0.22
H: 0.916908 -3.407647 -2.133028  0.22
H: 3.181698 0.605716 2.707443  0.20
O: -0.580466 -2.499668 -0.230498  -0.68
C: 0.661835 -2.303192 -0.408052  0.67
C: 3.326256 -0.251492 -0.780763  -0.28
N: 1.477689 -1.478515 -0.059787  -0.61
H: -6.586766 -1.112059 -0.554721  0.13
C: 1.396992 1.977684 -0.509682  0.45
H: 5.832818 -1.027742 0.514952  0.21
N: -0.557861 2.497074 -1.320390  -0.15

Force components x, y, z for each atom (eV/Å):
-0.159 0.702 -2.300
2.926 5.882 -4.890
-0.083 2.838 -5.781
1.525 0.103 2.366
0.585 9.636 10.711
-0.765 -0.604 0.344
-6.578 3.829 -5.018
1.220 -2.706 -5.581
-1.355 0.177 -0.158
0.065 0.362 0.536
1.209 -0.758 -1.100
5.473 -0.615 0.740
1.583 -0.015 -1.272
-0.862 -1.893 2.487
1.636 3.090 2.649
-3.192 -10.238 3.665
2.600 1.912 -4.651
-0.905 -1.570 -1.873
1.485 -1.653 -2.769
1.343 1.353 -4.923
1.075 4.285 4.769
-2.004 0.800 -4.566
-0.546 0.771 0.268
-0.353 0.720 -3.308
0.470 -4.197 11.336
-2.954 2.543 -0.618
0.483 -7.395 11.667
-0.161 -2.639 -2.186
-1.464 5.113 7.861
2.536 0.770 2.384
-1.312 -2.687 3.153
3.796 -0.496 2.363
-0.184 -2.182 -2.468
3.215 7.479 -0.024
0.715 -4.035 2.039
-1.002 0.137 0.924
0.765 -0.368 -9.058
-1.086 0.711 -0.985
-2.937 -1.610 -3.558
-2.917 1.007 0.852
2.482 1.277 0.550
-7.145 -7.696 -3.823
3.409 3.858 -4.795
4.139 9.277 5.855
-2.942 -7.615 -5.022
-1.617 -0.330 1.614
-0.115 -3.184 -0.192
-2.097 -4.143 1.786

The energy above the lowest of the compared OMol25 structures with the same formula, charge and spin is 1816.0 kJ/mol. Its frontier orbital gap is 8.38 eV. The calculation puts the LUMO energy at 0.282 eV.

---

[3]
# C27H42AlCl3N4O3SSi

A molecular structure, C27H42AlCl3N4O3SSi at a distorted geometry (ωB97M-V/def2-TZVPD, the Open Molecules 2025 dataset).

Each line ends with the Mulliken charge.
Geometry (Å):
H: 1.830432 -2.076256 4.707378  0.38
Si: 5.012425 0.011310 -3.819691  -0.38
C: 7.009145 -3.174338 -6.363780  -0.43
H: 2.352089 -2.553350 -7.453102  0.26
H: -2.303296 1.397677 0.001078  0.01
H: 3.338684 -0.201875 -9.792667  0.37
H: 8.731372 -4.413882 -6.751836  0.38
O: 4.664851 -0.600355 -5.329823  -0.04
H: 10.232644 -2.464610 -7.224999  0.37
C: -0.308395 1.037785 3.896109  0.46
H: 0.734252 1.337436 -3.739796  0.22
C: 4.200491 -0.872024 -9.915397  -1.47
C: 4.992704 -1.694116 -6.178582  0.18
H: -2.138245 3.554278 -2.478949  0.32
C: -1.405050 3.301184 -3.249560  -0.97
N: -0.159314 2.885204 -2.618810  0.35
C: 5.816264 1.681511 -4.033510  -1.10
H: 1.101388 -0.553770 6.544321  0.36
H: 6.759955 1.611989 -4.591181  0.33
C: 0.151947 0.219512 2.834980  -0.04
H: 3.286460 0.990514 -2.262636  0.39
Cl: -0.225214 -2.094785 0.334837  -0.37
H: 5.360137 0.478708 -0.172435  0.18
H: 4.581613 -2.617568 -5.742361  0.30
H: 2.272658 -0.934686 -8.153945  0.37
H: 6.023226 2.124336 -3.048246  0.36
C: 8.347515 -3.391782 -6.695455  -0.69
H: 2.420807 -1.141439 -6.381294  0.16
H: -1.211882 4.177966 -3.875850  0.35
C: 4.872823 -1.171817 -8.619870  0.22
C: 4.931098 -2.380351 0.282582  -0.85
H: 2.423845 -2.128855 -0.250423  0.56
H: -0.314781 1.472489 5.986206  0.37
H: 4.932745 -0.382201 -10.569063  0.37
C: 8.680022 -0.995696 -6.886955  -0.96
H: 4.161851 0.814694 1.121600  0.25
H: 1.203760 -1.558858 2.333094  0.28
H: 5.536130 -2.143579 -2.719926  0.26
H: 9.323501 -0.133064 -7.076561  0.40
H: -0.834520 3.219516 -0.682076  0.57
N: -0.346176 0.607688 1.591408  0.30
C: 4.848427 0.071047 0.710320  -0.96
H: 6.337704 -0.778260 -1.888389  0.53
C: -0.142187 2.627827 -1.308932  -0.26
C: 6.071362 -1.195950 -2.869544  -1.00
H: -2.843365 2.616777 1.160049  0.26
H: 5.961810 -1.155426 -8.652707  0.29
H: 0.844454 2.992641 -4.428384  0.33
H: 3.858542 -1.776054 -10.441470  0.28
H: 5.658988 -2.385630 1.100754  0.35
H: 4.264426 -3.247092 0.354055  0.34
H: 6.900783 0.232512 -6.567980  0.63
C: 4.232246 -1.474031 -7.478657  0.17
C: 0.824234 -0.333035 5.510681  -0.46
O: 0.593861 1.739526 -0.775596  -0.27
C: 3.357630 0.233755 -3.049897  -0.49
H: -1.798449 2.489964 -3.881310  0.31
H: 3.045309 -0.727636 -2.628738  -0.06
C: 9.184746 -2.299673 -6.961355  -0.42
C: 6.493091 -1.871755 -6.352321  0.27
H: 6.320242 -3.995657 -6.143828  0.39
H: 5.485516 -2.431649 -0.664341  0.28
H: 5.139248 2.353629 -4.578988  0.31
H: 2.632752 0.461148 -3.837705  0.13
C: 2.844304 -1.158689 0.051972  -0.17
Cl: -1.881907 0.198461 -1.436278  -0.52
H: 5.610714 -0.197780 1.445581  0.47
O: 2.118266 -0.107985 0.088815  -0.44
Cl: 0.712889 -0.928009 -2.527299  -0.39
C: 0.926122 -0.901639 3.148896  -0.21
C: 2.739364 -1.526754 -7.358172  -1.31
H: 7.007120 -1.427754 -3.396947  0.35
C: -1.254585 1.555578 1.736797  0.50
Al: 0.297858 -0.099410 -0.471533  0.29
N: -2.090773 2.035911 0.802981  -0.18
C: 1.244763 -1.184387 4.476095  -0.90
C: 0.041906 0.791500 5.218454  -0.46
C: 0.895608 2.401359 -3.506395  -0.92
H: 1.874587 2.532238 -3.037362  0.34
C: 7.328111 -0.777361 -6.586562  0.08
N: 4.131789 -1.156183 0.369348  0.47
S: -1.380489 2.289385 3.318739  -0.33

Force components x, y, z for each atom (eV/Å):
-0.195 0.281 -0.064
-0.167 -0.112 -0.809
0.050 0.437 -0.207
0.171 0.194 0.051
0.136 0.296 0.206
0.193 -0.179 -0.101
-0.058 0.376 0.050
0.088 0.117 -0.054
-0.359 0.051 0.106
0.567 -0.416 0.285
0.102 0.352 0.099
0.042 0.236 -0.547
0.065 0.118 0.324
0.077 -0.103 -0.186
0.113 0.576 -0.045
0.171 -0.188 0.897
0.332 0.009 -0.038
-0.142 0.094 -0.348
-0.156 0.114 0.156
-0.370 0.443 0.944
0.019 -0.106 -0.039
0.068 -0.483 0.119
-0.215 -0.053 0.157
0.145 0.050 0.131
-0.024 -0.119 0.270
-0.009 -0.016 -0.223
-0.017 0.129 0.066
0.025 -0.059 -0.238
-0.131 -0.085 0.035
-0.293 -0.453 0.692
-0.126 -0.116 -0.189
-0.045 0.302 0.125
0.115 -0.241 0.060
-0.325 -0.025 -0.025
-0.282 -0.015 0.108
0.097 -0.194 -0.127
0.026 -0.002 0.254
0.063 0.210 -0.064
-0.119 -0.347 0.029
0.239 -0.395 -0.419
-0.771 0.538 -0.750
0.044 -0.036 -0.020
-0.024 -0.132 -0.164
0.107 -0.999 -0.560
0.367 -0.077 0.047
0.246 -0.286 -0.198
-0.258 -0.063 0.171
0.050 -0.078 0.225
0.037 0.181 0.182
-0.278 -0.102 -0.067
0.241 0.170 0.042
0.239 -0.430 -0.016
0.828 0.391 -0.495
-0.076 0.150 -0.138
-0.164 1.723 -0.531
0.500 -0.190 0.107
0.152 0.128 0.383
0.072 0.339 -0.125
-0.166 0.027 0.064
-0.251 -0.227 0.000
0.366 0.147 -0.142
-0.202 0.066 0.334
0.143 -0.154 0.123
0.245 -0.055 0.214
-0.493 1.034 0.049
-0.354 0.065 0.104
-0.133 0.189 0.006
1.239 -1.397 0.193
-0.131 -0.359 -0.002
0.036 0.110 -0.192
-0.227 0.023 -0.021
-0.180 0.086 0.096
0.440 -0.172 0.164
-0.948 -0.493 -0.134
-0.391 0.159 0.019
-0.090 0.436 -0.012
0.217 -0.261 -0.092
-0.256 -0.366 -0.198
-0.321 -0.052 -0.048
0.245 -0.234 -0.057
-0.290 0.147 -0.173
0.321 -0.624 0.170

The energy above the lowest of the compared OMol25 structures with the same formula, charge and spin is 0.0 kJ/mol. Its frontier orbital gap is 8.49 eV. The calculation puts the LUMO energy at 0.350 eV.

---

[4]
# C5H10N2O

2 unconnected molecules or ions with the total composition C5H10N2O at a distorted geometry (ωB97M-V/def2-TZVPD, the Open Molecules 2025 dataset).

Each line ends with the natural charge from an NBO analysis.
Geometry (Å):
C: 0.976652 -0.899524 1.960338  0.13
N: 1.238614 -0.126693 0.876796  -0.52
C: -0.413459 -1.617327 0.482910  -0.13
N: -0.026171 -1.827621 1.779965  -0.45
C: 0.200574 1.531196 -1.478909  -0.61
H: -2.121396 0.341357 0.127750  0.46
O: -2.434316 0.575650 1.018590  -0.95
H: 0.255589 1.833743 -2.529131  0.22
H: 1.364106 -0.449987 -1.911281  0.23
H: -0.710413 1.745506 -0.922728  0.23
H: -1.127871 -2.131228 -0.153590  0.21
H: 0.981782 2.279277 -0.916298  0.19
H: 1.893467 0.654104 0.727477  0.43
H: -0.392662 -0.475869 -2.096982  0.23
C: 0.443843 -0.604827 -0.118204  0.09
C: 0.434128 0.014593 -1.449361  -0.46
H: 1.306467 -0.780643 2.984512  0.21
H: -1.868932 -0.061707 1.618146  0.49

Force components x, y, z for each atom (eV/Å):
-2.030 -1.740 1.566
-0.054 -0.640 -0.098
2.981 2.192 -1.967
1.648 2.319 -0.812
2.412 1.337 0.981
-0.170 0.030 0.546
1.655 -1.727 1.347
-0.615 0.327 0.313
-0.680 1.458 -0.096
-0.325 0.126 -0.605
-0.067 -0.306 0.740
-1.339 -2.223 -1.231
-0.520 -0.863 0.595
1.103 0.763 1.196
-2.991 -1.539 1.353
0.025 -1.708 -1.624
0.618 0.381 -0.431
-1.650 1.812 -1.773

The energy above the lowest of the compared OMol25 structures with the same formula, charge and spin is 147.9 kJ/mol. Its frontier orbital gap is 9.08 eV. The calculation puts the LUMO energy at 0.650 eV. Its SMILES is CCc1cnc[nH]1.O.